Density functional theory data (ωB97M-V/def2-TZVPD) for 9 unconnected molecules or ions with the total composition C26H45Br8O13.

Results
- HOMO level: -3.827 eV
- Spin multiplicity: 1
- Total charge: -1
- Total energy: -614649.68867 eV
- Gap between HOMO and LUMO: 5.6 eV
- Strongest force on any atom: 4.14 eV Å⁻¹

Geometry (Å):
C  0.8259  0.5936  0.2339
C  -0.6090  0.0548  0.1067
O  -0.9363  -0.9979  0.9637
H  0.9009  1.1686  1.1568
H  1.1021  1.3101  -0.5397
H  1.6098  -0.1584  0.1436
H  -0.6337  -0.3712  -0.8963
H  -1.3147  0.8836  0.1634
Br  -3.9399  1.8802  3.4952
C  -3.7546  0.3551  2.3136
C  -4.5864  -0.9100  2.7009
Br  -4.4780  -1.4889  4.5859
H  -2.6923  0.2263  2.5214
H  -3.8262  0.5864  1.2509
H  -4.3028  -1.8074  2.1510
H  -5.6411  -0.8254  2.4389
Br  -2.5083  4.2115  -2.5442
C  -3.4537  2.9396  -1.3714
C  -3.4953  3.2975  0.1288
Br  -4.5886  4.9921  0.3123
H  -3.0692  1.9466  -1.6043
H  -4.4898  2.9246  -1.7096
H  -2.5146  3.4980  0.5603
H  -4.0665  2.5097  0.6200
Br  1.9124  1.4913  -4.2061
C  0.7635  0.0392  -3.3754
C  0.6253  -1.2313  -4.1914
Br  -0.7526  -2.4223  -3.4042
H  -0.1954  0.4601  -3.0731
H  1.2174  -0.1871  -2.4106
H  1.5946  -1.7233  -4.2724
H  0.2237  -1.0323  -5.1849
Br  -0.1854  5.1280  -0.1995
C  1.5241  5.5153  -1.1617
C  2.1316  4.2805  -1.7792
Br  3.5254  4.9995  -2.9386
H  2.1507  6.0231  -0.4285
H  1.2606  6.2038  -1.9646
H  1.4276  3.7334  -2.4062
H  2.6019  3.7173  -0.9731
C  5.2413  1.2204  -0.0105
C  5.2948  2.3697  1.0438
C  4.0488  2.8342  1.7172
O  4.2717  2.7152  3.1336
C  5.5165  2.1100  3.2792
O  6.0909  1.9873  4.3442
O  6.0126  1.7905  2.0890
H  4.6898  1.4775  -0.9149
H  4.7930  0.3604  0.4871
H  6.2431  0.9631  -0.3545
H  5.8295  3.2313  0.6438
H  3.2182  2.1488  1.5486
H  3.7926  3.8571  1.4412
C  2.8331  -4.7722  -4.2779
C  3.0413  -4.5105  -2.7744
C  4.4215  -4.6043  -2.3016
O  4.7881  -3.2279  -2.1508
C  3.6618  -2.4371  -2.0045
O  3.5961  -1.2609  -1.6266
O  2.6415  -3.1422  -2.5248
H  3.3783  -4.0702  -4.9089
H  1.7784  -4.6741  -4.5351
H  3.0614  -5.8247  -4.4459
H  2.3997  -5.0853  -2.1066
H  5.1707  -5.0343  -2.9663
H  4.5602  -5.1875  -1.3913
C  0.3630  0.5592  4.3187
C  -0.5915  -0.4803  4.9229
C  -0.6894  -1.7934  4.1169
O  -0.4281  -2.8321  5.0243
C  -0.0483  -2.2215  6.2162
O  0.2103  -2.7762  7.2410
O  -0.1830  -0.9470  6.1856
H  0.1704  0.7027  3.2555
H  1.3464  0.0909  4.3587
H  0.2961  1.4907  4.8808
H  -1.5868  -0.0484  5.0270
H  0.0918  -1.8430  3.3584
H  -1.6102  -1.9353  3.5512
C  -3.8561  -2.6928  -1.1350
C  -4.7582  -1.7540  -1.9398
C  -6.2109  -2.1797  -1.7222
O  -6.8829  -0.9763  -1.4495
C  -6.0368  -0.0783  -1.0417
O  -6.3928  0.9214  -0.4264
O  -4.7645  -0.4683  -1.3498
H  -4.1670  -2.5340  -0.1024
H  -2.8543  -2.2769  -1.2428
H  -3.8131  -3.7580  -1.3617
H  -4.5379  -1.7785  -3.0070
H  -6.1937  -2.6931  -0.7608
H  -6.6102  -2.7463  -2.5634